1.
# C3H7O

A gas-phase ion, C3H7O (charge +1) (wB97M-V/def2-TZVPD, OMol25).

```
! RIJCOSX wB97M-V def2-TZVPD def2/J DEFGRID3
* xyz 1 1
C -0.61 -0.05 0.12
C -1.74 0.43 -0.70
C 1.78 -0.33 0.49
O 0.65 -0.04 -0.28
H -2.67 0.35 -0.21
H -0.86 -0.49 1.03
H -1.48 1.44 -0.88
H -1.55 0.05 -1.66
H 1.68 -0.79 1.51
H 2.29 -1.11 -0.04
H 2.52 0.53 0.63
*
```

F_max	5.09	eV Å⁻¹
frontier orbital gap	11.50	eV
ΔE to the lowest compared entry with this formula, charge and spin	80.8	kJ/mol
HOMO energy	-17.77	eV
LUMO	-6.27	eV

2.
# C3H7O2

A gas-phase ion, C3H7O2 (charge -1) (wB97M-V/def2-TZVPD, OMol25).

```
! RIJCOSX wB97M-V def2-TZVPD def2/J DEFGRID3
* xyz -1 1
C 0.09 1.12 1.14
O 0.27 1.19 -0.23
C 0.67 -0.19 -0.83
C -0.63 -1.05 -0.67
O 1.72 -0.71 -0.31
H 0.81 0.42 1.59
H 0.24 2.09 1.60
H -0.93 0.80 1.43
H 0.72 0.14 -1.89
H -1.55 -0.49 -0.46
H -0.46 -1.70 0.19
H -0.96 -1.61 -1.55
*
```

F_max	0.91	eV Å⁻¹
SMILES string	CO[C@H](C)[O-]
frontier orbital gap	7.37	eV
ΔE to the lowest compared entry with this formula, charge and spin	193.2	kJ/mol
HOMO energy	-2.82	eV
LUMO	4.54	eV

3.
# C3H7O2P

2 unconnected molecules or ions with the total composition C3H7O2P (wB97M-V/def2-TZVPD, OMol25).

```
! RIJCOSX wB97M-V def2-TZVPD def2/J DEFGRID3
* xyz 0 1
C -1.76 -0.13 -0.81
C -1.15 -0.01 0.48
C 0.12 0.72 0.76
O -0.99 -1.21 -0.30
O 3.05 -0.15 0.22
P 1.94 0.34 -0.88
H -2.81 -0.19 -0.83
H -1.40 0.31 -1.83
H -1.77 -0.06 1.36
H 0.68 0.24 1.57
H 0.10 1.78 0.88
H 2.69 -0.83 0.82
H 1.30 -0.81 -1.43
*
```

F_max	3.68	eV Å⁻¹
frontier orbital gap	9.28	eV
ΔE to the lowest compared entry with this formula, charge and spin	352.6	kJ/mol
HOMO energy	-8.67	eV
LUMO	0.61	eV

4.
# C3H7O2P

2 unconnected molecules or ions with the total composition C3H7O2P (wB97M-V/def2-TZVPD, OMol25).

```
! RIJCOSX wB97M-V def2-TZVPD def2/J DEFGRID3
* xyz 0 1
C 1.45 -0.76 0.60
C 0.93 0.05 -0.53
C 0.57 1.43 -0.38
O 0.14 -0.95 0.15
O -2.55 -0.79 -0.69
P -2.77 0.45 0.33
H 2.14 -1.58 0.41
H 1.54 -0.30 1.58
H 1.23 -0.27 -1.53
H 0.53 2.08 -1.22
H 0.34 1.82 0.60
H -1.70 -1.22 -0.62
H -1.85 0.06 1.31
*
```

F_max	0.92	eV Å⁻¹
frontier orbital gap (alpha / beta)	8.64 / 7.01	eV
ΔE to the lowest compared entry with this formula, charge and spin	437.1	kJ/mol
HOMO energy (alpha / beta)	-8.64 / -7.41	eV
LUMO (alpha / beta)	0.00 / -0.40	eV

5.
# C3H7O2S

2 unconnected molecules or ions with the total composition C3H7O2S (wB97M-V/def2-TZVPD, OMol25).

```
! RIJCOSX wB97M-V def2-TZVPD def2/J DEFGRID3
* xyz -1 1
O -0.67 -1.89 0.56
C 0.57 -2.01 0.48
O 1.40 -1.19 0.01
H 1.00 -2.98 0.82
C -0.02 1.23 1.13
S -0.30 2.05 -0.47
C -0.53 0.60 -1.53
H 0.80 0.53 0.94
H -0.86 0.63 1.46
H 0.26 1.99 1.86
H -0.35 0.99 -2.53
H 0.24 -0.14 -1.24
H -1.53 0.17 -1.48
*
```

F_max	0.70	eV Å⁻¹
frontier orbital gap	7.69	eV
ΔE to the lowest compared entry with this formula, charge and spin	47.4	kJ/mol
HOMO energy	-4.15	eV
LUMO	3.54	eV

6.
# C3H7O2S

2 unconnected molecules or ions with the total composition C3H7O2S (wB97M-V/def2-TZVPD, OMol25).

```
! RIJCOSX wB97M-V def2-TZVPD def2/J DEFGRID3
* xyz -1 1
C -0.66 0.15 1.56
S -2.02 -0.17 0.37
C -1.05 -1.09 -0.86
H -0.94 0.88 2.31
H -0.45 -0.80 2.04
H 0.19 0.52 0.99
H -1.19 -0.59 -1.81
H -1.49 -2.09 -0.94
H 0.02 -1.06 -0.63
O 2.28 1.13 0.44
C 1.89 1.08 -0.75
O 0.91 1.63 -1.28
H 2.51 0.42 -1.44
*
```

F_max	0.55	eV Å⁻¹
frontier orbital gap	7.60	eV
ΔE to the lowest compared entry with this formula, charge and spin	63.0	kJ/mol
HOMO energy	-4.18	eV
LUMO	3.41	eV

7.
# C3H7O2S

2 unconnected molecules or ions with the total composition C3H7O2S (wB97M-V/def2-TZVPD, OMol25).

```
! RIJCOSX wB97M-V def2-TZVPD def2/J DEFGRID3
* xyz -1 1
C -2.23 0.08 -1.18
C -1.39 0.44 0.05
S -1.47 -0.87 1.40
H -3.25 -0.26 -1.01
H -1.78 -0.56 -1.94
H -2.44 1.07 -1.61
H -0.31 0.46 -0.06
H -1.79 1.40 0.38
H -1.84 -1.85 0.61
O 3.01 1.33 -1.03
C 2.63 0.32 -0.41
O 1.51 -0.19 -0.22
H 3.37 0.02 0.46
*
```

F_max	3.44	eV Å⁻¹
frontier orbital gap	7.21	eV
ΔE to the lowest compared entry with this formula, charge and spin	114.2	kJ/mol
HOMO energy	-3.86	eV
LUMO	3.35	eV

8.
# C3H7O2Sc

A molecular structure, C3H7O2Sc (wB97M-V/def2-TZVPD, OMol25).

```
! RIJCOSX wB97M-V def2-TZVPD def2/J DEFGRID3
* xyz 2 1
O 2.04 0.43 -0.77
C 1.77 -0.38 0.15
C 0.32 -0.75 0.31
O -0.44 0.29 -0.28
C -1.86 0.12 -0.24
Sc 0.69 1.99 -0.84
H 2.44 -1.25 0.21
H 0.09 -0.84 1.38
H 0.12 -1.71 -0.19
H -2.17 -0.11 0.79
H -2.30 1.06 -0.56
H -2.13 -0.69 -0.93
H 1.43 1.85 0.97
*
```

F_max	5.15	eV Å⁻¹
frontier orbital gap	8.80	eV
ΔE to the lowest compared entry with this formula, charge and spin	0.0	kJ/mol
HOMO energy	-19.29	eV
LUMO	-10.49	eV

9.
# C3H7O2Sm

A molecular structure, C3H7O2Sm (wB97M-V/def2-TZVPD, OMol25).

```
! RIJCOSX wB97M-V def2-TZVPD def2/J DEFGRID3
* xyz 2 6
O -1.66 0.44 1.40
C -1.21 1.31 0.67
C -0.19 0.99 -0.37
O 0.17 -0.36 -0.23
C 1.15 -0.81 -1.17
Sm -0.86 -1.67 1.56
H -1.63 2.33 0.69
H 0.67 1.67 -0.23
H -0.63 1.20 -1.36
H 2.08 -0.24 -1.04
H 1.34 -1.87 -0.96
H 0.76 -0.69 -2.19
H 0.01 -2.31 3.22
*
```

F_max	1.34	eV Å⁻¹
⟨S²⟩	9.016
frontier orbital gap (alpha / beta)	7.76 / 9.91	eV
ΔE to the lowest compared entry with this formula, charge and spin	0.0	kJ/mol
HOMO energy (alpha / beta)	-18.68 / -18.98	eV
LUMO (alpha / beta)	-10.91 / -9.07	eV

10.
# C3H7O3

2 unconnected molecules or ions with the total composition C3H7O3 (wB97M-V/def2-TZVPD, OMol25).

```
! RIJCOSX wB97M-V def2-TZVPD def2/J DEFGRID3
* xyz -1 1
C 2.19 -1.12 -0.81
C 1.30 -0.62 0.47
O 0.59 0.33 0.22
O 1.34 -1.37 1.45
H 1.70 -0.54 -1.59
H 2.16 -2.19 -1.07
H 3.12 -0.81 -0.69
C -2.02 1.66 -0.03
O -2.89 0.82 -0.82
H -2.57 0.41 -1.55
H -2.72 1.83 0.77
H -1.19 1.03 0.32
H -1.67 2.52 -0.81
*
```

F_max	5.35	eV Å⁻¹
frontier orbital gap	7.82	eV
ΔE to the lowest compared entry with this formula, charge and spin	221.6	kJ/mol
HOMO energy	-3.86	eV
LUMO	3.96	eV